{"formula": "C48H120O32P8", "method": "wB97M-V/def2-TZVPD", "energy_ha": -7040.21964, "lumo_energy_ev": 0.44, "relative_energy_kj_mol": 57.4, "orbital_gap_ha": 0.3889, "smiles": "CCOP(=O)(OCC)OCC.CCOP(=O)(OCC)OCC.CCOP(=O)(OCC)OCC.CCOP(=O)(OCC)OCC.CCOP(=O)(OCC)OCC.CCOP(=O)(OCC)OCC.CCOP(=O)(OCC)OCC.CCOP(=O)(OCC)OCC", "symbols": ["C", "C", "O", "P", "O", "O", "C", "C", "O", "C", "C", "H", "H", "H", "H", "H", "H", "H", "H", "H", "H", "H", "H", "H", "H", "H", "C", "C", "O", "P", "O", "O", "C", "C", "O", "C", "C", "H", "H", "H", "H", "H", "H", "H", "H", "H", "H", "H", "H", "H", "H", "H", "C", "C", "O", "P", "O", "O", "C", "C", "O", "C", "C", "H", "H", "H", "H", "H", "H", "H", "H", "H", "H", "H", "H", "H", "H", "H", "C", "C", "O", "P", "O", "O", "C", "C", "O", "C", "C", "H", "H", "H", "H", "H", "H", "H", "H", "H", "H", "H", "H", "H", "H", "H", "C", "C", "O", "P", "O", "O", "C", "C", "O", "C", "C", "H", "H", "H", "H", "H", "H", "H", "H", "H", "H", "H", "H", "H", "H", "H", "C", "C", "O", "P", "O", "O", "C", "C", "O", "C", "C", "H", "H", "H", "H", "H", "H", "H", "H", "H", "H", "H", "H", "H", "H", "H", "C", "C", "O", "P", "O", "O", "C", "C", "O", "C", "C", "H", "H", "H", "H", "H", "H", "H", "H", "H", "H", "H", "H", "H", "H", "H", "C", "C", "O", "P", "O", "O", "C", "C", "O", "C", "C", "H", "H", "H", "H", "H", "H", "H", "H", "H", "H", "H", "H", "H", "H", "H"], "coordinates": [[3.446, 5.498, -3.939], [3.629, 5.107, -5.393], [4.352, 3.860, -5.470], [3.704, 2.677, -6.305], [2.520, 3.068, -7.058], [3.414, 1.434, -5.376], [4.478, 0.768, -4.662], [4.514, 1.187, -3.207], [4.869, 2.122, -7.203], [5.294, 2.822, -8.376], [5.993, 1.858, -9.303], [3.267, 6.578, -3.937], [2.505, 5.122, -3.533], [4.282, 5.196, -3.314], [2.626, 5.103, -5.819], [4.176, 5.858, -5.962], [4.379, -0.292, -4.899], [5.469, 0.992, -5.073], [4.868, 2.220, -3.158], [3.530, 1.182, -2.735], [5.224, 0.585, -2.639], [4.446, 3.351, -8.818], [5.949, 3.633, -8.034], [6.228, 2.364, -10.236], [6.933, 1.515, -8.866], [5.372, 0.962, -9.338], [7.908, -1.969, 3.644], [6.391, -2.035, 3.509], [5.840, -0.774, 3.161], [5.352, -0.405, 1.702], [4.580, -1.462, 1.055], [4.590, 0.960, 1.926], [3.359, 0.744, 2.671], [3.203, 1.811, 3.743], [6.676, -0.004, 0.949], [7.373, 1.232, 1.120], [8.308, 1.428, -0.059], [8.231, -0.962, 3.921], [8.365, -2.740, 4.258], [8.359, -2.098, 2.652], [6.191, -2.805, 2.760], [5.920, -2.373, 4.431], [2.481, 0.660, 2.029], [3.332, -0.220, 3.186], [2.764, 2.772, 3.504], [2.501, 1.315, 4.430], [4.100, 1.970, 4.341], [6.596, 1.995, 1.023], [7.869, 1.308, 2.085], [7.770, 1.266, -0.990], [8.711, 2.439, -0.069], [9.112, 0.700, 0.057], [5.433, -4.350, -10.432], [4.056, -4.825, -10.042], [3.895, -4.867, -8.628], [4.196, -6.197, -7.836], [3.695, -7.412, -8.468], [5.770, -6.146, -7.690], [6.436, -7.375, -7.314], [7.913, -7.125, -7.165], [3.680, -5.860, -6.392], [2.557, -4.993, -6.159], [2.235, -5.046, -4.678], [5.584, -4.531, -11.500], [5.561, -3.269, -10.331], [6.246, -4.808, -9.874], [3.303, -4.138, -10.434], [3.815, -5.768, -10.535], [5.997, -7.690, -6.361], [6.183, -8.173, -8.013], [8.308, -6.486, -7.956], [8.178, -6.732, -6.188], [8.432, -8.071, -7.341], [2.844, -3.965, -6.383], [1.685, -5.302, -6.732], [3.086, -4.814, -4.039], [1.330, -4.471, -4.490], [2.014, -6.079, -4.387], [-8.309, 3.199, 7.625], [-8.856, 2.047, 6.776], [-8.252, 1.940, 5.511], [-7.068, 0.911, 5.312], [-5.925, 1.077, 6.194], [-7.779, -0.508, 5.439], [-8.937, -0.826, 4.632], [-10.154, -1.173, 5.469], [-6.797, 1.080, 3.778], [-5.986, 0.190, 2.977], [-6.702, -0.107, 1.699], [-8.116, 2.994, 8.674], [-7.386, 3.541, 7.147], [-8.929, 4.101, 7.607], [-8.786, 1.162, 7.414], [-9.931, 2.194, 6.666], [-9.118, -0.079, 3.853], [-8.587, -1.678, 4.036], [-11.096, -0.830, 5.061], [-10.130, -2.249, 5.665], [-10.005, -0.830, 6.497], [-5.083, 0.789, 2.841], [-5.703, -0.704, 3.537], [-7.123, 0.827, 1.314], [-6.071, -0.513, 0.912], [-7.588, -0.726, 1.846], [0.691, 1.903, -3.791], [0.368, 0.787, -2.800], [0.039, 1.272, -1.482], [-0.123, 0.090, -0.421], [-1.150, -0.882, -0.805], [-0.347, 0.857, 0.924], [-1.657, 0.955, 1.505], [-2.396, 2.175, 0.987], [1.333, -0.486, -0.355], [1.614, -1.886, -0.368], [2.234, -2.219, -1.697], [0.842, 1.527, -4.797], [-0.122, 2.631, -3.777], [1.609, 2.372, -3.430], [-0.425, 0.173, -3.233], [1.253, 0.154, -2.699], [-2.254, 0.080, 1.224], [-1.557, 0.913, 2.587], [-2.284, 3.049, 1.632], [-2.217, 2.372, -0.068], [-3.483, 2.035, 1.053], [2.296, -2.177, 0.431], [0.743, -2.518, -0.174], [1.491, -2.097, -2.488], [3.207, -1.746, -1.802], [2.426, -3.296, -1.779], [-2.421, -3.191, 11.373], [-3.284, -2.252, 10.571], [-2.693, -1.984, 9.296], [-1.909, -0.649, 9.002], [-0.758, -0.368, 9.824], [-1.603, -0.822, 7.466], [-2.645, -1.063, 6.530], [-2.399, -0.223, 5.285], [-3.080, 0.421, 9.086], [-2.816, 1.756, 8.612], [-3.572, 2.708, 9.515], [-2.036, -4.040, 10.812], [-1.590, -2.666, 11.847], [-2.978, -3.596, 12.225], [-4.313, -2.603, 10.485], [-3.403, -1.298, 11.097], [-2.652, -2.115, 6.224], [-3.625, -0.933, 6.994], [-3.138, -0.082, 4.501], [-2.201, 0.767, 5.710], [-1.494, -0.642, 4.839], [-1.748, 1.968, 8.631], [-3.214, 1.812, 7.597], [-3.026, 2.674, 10.462], [-3.569, 3.716, 9.111], [-4.574, 2.342, 9.721], [-3.150, -3.726, 1.151], [-3.893, -2.705, 0.302], [-4.959, -3.211, -0.486], [-5.584, -4.653, -0.380], [-5.875, -5.212, 0.930], [-6.853, -4.462, -1.308], [-8.012, -5.279, -1.128], [-8.751, -5.282, -2.482], [-4.608, -5.531, -1.253], [-4.289, -5.282, -2.633], [-2.856, -4.779, -2.749], [-3.772, -4.087, 1.980], [-2.994, -4.670, 0.620], [-2.250, -3.357, 1.637], [-4.240, -1.948, 1.011], [-3.156, -2.234, -0.348], [-7.721, -6.306, -0.918], [-8.671, -4.883, -0.359], [-8.545, -4.346, -2.991], [-8.543, -6.216, -2.998], [-9.835, -5.322, -2.331], [-4.374, -6.241, -3.141], [-5.014, -4.560, -3.012], [-2.684, -3.887, -2.151], [-2.233, -5.594, -2.372], [-2.628, -4.620, -3.802], [3.818, 7.421, -1.162], [2.408, 7.855, -0.791], [2.079, 7.110, 0.396], [0.550, 6.745, 0.567], [0.262, 6.101, 1.851], [-0.212, 8.078, 0.190], [-1.617, 8.092, 0.454], [-2.060, 9.539, 0.386], [0.152, 5.828, -0.667], [0.225, 4.391, -0.720], [1.594, 3.966, -1.205], [4.528, 7.833, -0.438], [3.929, 6.349, -0.979], [4.086, 7.642, -2.188], [2.372, 8.914, -0.557], [1.800, 7.531, -1.636], [-2.170, 7.455, -0.234], [-1.837, 7.762, 1.471], [-2.093, 9.845, -0.660], [-3.052, 9.745, 0.789], [-1.368, 10.124, 0.990], [-0.194, 3.932, 0.169], [-0.425, 4.158, -1.565], [1.731, 2.890, -1.083], [1.805, 4.189, -2.249], [2.423, 4.363, -0.610]], "mulliken_charge": [-0.787, -0.706, -0.268, 0.986, -0.840, -0.085, -0.456, -0.571, -0.305, -0.354, -1.196, 0.341, 0.153, 0.428, 0.397, 0.366, 0.463, 0.323, 0.232, -0.239, 0.454, 0.377, 0.309, 0.390, 0.289, 0.284, -1.143, -0.239, -0.261, 0.673, -0.663, -0.152, 0.350, -1.411, -0.250, -0.005, -1.202, 0.248, 0.391, 0.286, 0.233, 0.417, -0.076, 0.359, 0.322, 0.376, 0.346, 0.201, 0.305, 0.220, 0.399, 0.315, -0.845, -0.394, -0.209, 0.666, -0.748, -0.214, -0.238, -1.149, -0.161, -0.050, -1.258, 0.343, 0.232, 0.193, 0.316, 0.344, 0.285, 0.342, 0.300, 0.289, 0.360, 0.238, 0.317, 0.303, 0.387, 0.355, -1.067, -0.371, -0.442, 0.859, -0.320, -0.330, -0.322, -1.113, -0.387, 0.117, -1.360, 0.287, 0.290, 0.306, 0.233, 0.451, 0.363, 0.389, 0.293, 0.351, 0.279, 0.156, 0.342, 0.384, 0.323, 0.271, -0.745, 0.136, 0.307, 0.006, -0.835, -0.123, 0.390, -1.108, 0.279, -0.121, -1.273, 0.529, 0.346, -0.390, 0.258, -0.197, -0.331, 0.240, 0.398, 0.231, 0.299, 0.291, 0.287, 0.311, 0.232, 0.528, -1.192, -0.189, -0.273, 0.780, -0.800, -0.220, -0.318, -0.660, -0.155, 0.155, -1.479, 0.290, 0.284, 0.390, 0.383, 0.229, 0.412, 0.379, -0.044, 0.236, 0.293, 0.467, -0.027, 0.367, 0.397, 0.315, -1.365, 0.809, -0.267, 0.849, -0.722, -0.180, -0.233, -1.124, -0.344, -0.179, -0.825, 0.454, 0.327, 0.394, -0.548, 0.166, 0.325, 0.278, 0.295, 0.285, 0.352, 0.327, 0.306, -0.003, 0.274, 0.413, -1.187, -0.127, -0.302, 1.036, -0.821, -0.277, -0.178, -1.246, -0.331, -0.392, 0.897, 0.388, 0.199, 0.349, 0.376, 0.302, 0.284, 0.310, 0.293, 0.396, 0.311, 0.365, 0.165, -0.223, -1.174, 0.546]}